[1]
45
Properties=species:S:1:pos:R:3 method="wB97M-V/def2-TZVPD" s_squared=0.779 homo_ev="-10.5 / -10.5" total_charge=+1 fmax_ev_per_a=0.22 spin_multiplicity=2 e_above_lowest_ev=10.418 orbital_gap_ev="6.11 / 5.64"
Ru -0.349 0.372 0.178
C 1.415 -1.596 3.733
C 0.465 -1.138 2.689
N 0.924 -0.252 1.658
N 2.120 0.023 1.584
C 2.370 1.004 0.507
N 3.761 0.961 0.215
S 0.104 2.421 1.052
C -0.814 -1.449 2.460
C -3.464 -2.738 2.056
C -4.495 -3.161 1.230
C -4.335 -2.901 -0.115
C -3.202 -1.980 -0.321
N -1.390 -0.807 1.328
H 2.263 -2.118 3.288
H 0.901 -2.261 4.422
H 1.816 -0.748 4.290
H 4.018 0.079 -0.210
H 4.048 1.729 -0.376
H -3.360 -2.857 3.122
H -5.351 -3.688 1.629
H -5.007 -3.228 -0.895
H -3.489 -0.931 -0.194
C 0.403 1.017 -3.956
C 0.245 1.282 -2.506
N -0.810 1.032 -1.804
N -1.681 0.004 -2.286
C -1.402 -0.892 -1.432
N -2.399 -2.034 -1.573
S -2.041 -2.333 1.128
C 1.358 1.654 -1.613
C 1.958 2.853 -1.803
C 2.633 3.690 -0.840
C 2.602 3.513 0.488
C 1.944 2.359 1.158
N 1.475 0.681 -0.608
H 0.962 0.084 -4.072
H 1.002 1.805 -4.412
H -0.554 0.927 -4.461
H -2.971 -1.876 -2.411
H -1.919 -2.932 -1.659
H 1.778 3.303 -2.774
H 3.130 4.569 -1.232
H 3.108 4.225 1.126
H 2.228 2.330 2.210

---

[2]
44
Properties=species:S:1:pos:R:3 method="wB97M-V/def2-TZVPD" homo_ev=-13.9 total_charge=+2 fmax_ev_per_a=10.18 e_above_lowest_ev=1.303 orbital_gap_ev=4.68
C -1.749 2.198 0.439
N -0.500 1.652 0.323
N 0.231 2.401 -0.612
C -0.402 3.575 -0.729
C -1.662 3.468 -0.123
B 1.641 1.965 -1.194
N 2.383 1.124 -0.106
N 1.881 -0.041 0.436
C 2.742 -0.440 1.424
C 3.804 0.428 1.434
C 3.548 1.403 0.493
Sn -0.306 -0.443 0.761
N 1.525 1.067 -2.484
N 1.049 -0.221 -2.316
C 0.886 -0.755 -3.511
C 1.347 0.153 -4.508
C 1.731 1.294 -3.796
H 0.385 -1.717 -3.611
H 2.163 2.229 -4.095
H 1.384 -0.041 -5.558
H 2.281 2.938 -1.473
H 4.129 2.273 0.237
H 0.137 4.399 -1.165
H 4.677 0.378 2.059
H -2.425 4.215 -0.043
H 2.583 -1.297 2.061
H -2.540 1.625 0.938
H 0.364 -2.644 1.125
C 0.004 -2.102 1.990
H 0.899 -2.149 2.603
H -0.051 -0.899 2.369
H -0.948 -2.515 2.262
Te -2.207 -1.283 -1.057
C -3.384 -2.154 0.579
C -3.446 -3.555 0.733
C -3.916 -4.097 1.948
C -4.320 -3.254 2.997
C -4.257 -1.866 2.829
C -3.831 -1.314 1.611
H -3.077 -4.195 -0.070
H -3.973 -5.180 2.080
H -4.698 -3.677 3.925
H -4.551 -1.207 3.642
H -3.762 -0.239 1.484